{
  "formula": "C38H41BrN6PTi",
  "method": "ωB97M-V with the def2-TZVPD basis set",
  "elements": ["Ti", "C", "C", "N", "C", "C", "N", "C", "C", "N", "C", "C", "N", "C", "C", "C", "C", "C", "C", "C", "N", "H", "H", "H", "H", "H", "H", "H", "H", "H", "H", "H", "H", "H", "H", "H", "H", "H", "H", "H", "H", "H", "H", "H", "C", "C", "C", "C", "C", "C", "P", "C", "C", "C", "C", "C", "C", "C", "C", "C", "C", "C", "C", "H", "H", "H", "H", "H", "H", "H", "H", "H", "H", "H", "H", "H", "H", "Br", "C", "C", "C", "C", "C", "N", "H", "H", "H", "H"],
  "coordinates": [[0.909850, 0.685116, -0.239874], [1.044297, -3.716267, -0.891002], [0.779323, -2.331536, -0.430071], [1.340502, -1.285602, -0.935445], [2.398428, -1.473052, -1.936935], [2.901672, -0.111257, -2.376004], [2.872684, 0.808521, -1.220024], [3.932785, 0.624130, -0.205964], [3.685533, 1.675039, 0.854862], [2.262040, 1.573305, 1.279814], [1.728149, 2.799097, 1.952361], [0.323042, 3.077837, 1.411452], [-0.246807, 1.750667, 1.209657], [-1.067253, 1.179621, 2.014236], [-1.868837, 1.832150, 3.086479], [-1.148474, -0.283388, 1.820826], [-1.963548, -1.148712, 2.531659], [-1.858376, -2.512312, 2.284070], [-0.965758, -2.968543, 1.328078], [-0.192622, -2.038692, 0.641561], [-0.281486, -0.735195, 0.906139], [2.112289, -3.897189, -1.013325], [0.571935, -3.845097, -1.872260], [0.644279, -4.465292, -0.216531], [2.021047, -2.035731, -2.793011], [3.202330, -2.059974, -1.483226], [2.249705, 0.318216, -3.137303], [3.908049, -0.186001, -2.792147], [2.949962, 1.754981, -1.586946], [4.925942, 0.732566, -0.647313], [3.853025, -0.378696, 0.215657], [3.851573, 2.673819, 0.446261], [4.358450, 1.549290, 1.704230], [2.211171, 0.802701, 1.972045], [2.392234, 3.641760, 1.768814], [1.698977, 2.633018, 3.029092], [0.377193, 3.572184, 0.440444], [-0.257472, 3.710680, 2.079339], [-1.840522, 2.915562, 3.035026], [-1.520177, 1.512301, 4.071618], [-2.909989, 1.517616, 2.995874], [-2.659996, -0.776584, 3.269749], [-2.475149, -3.212206, 2.831911], [-0.882637, -4.024242, 1.116884], [-5.463339, 2.010480, -0.577645], [-4.301682, 2.678972, -0.210468], [-3.064885, 2.133160, -0.510161], [-2.979107, 0.911812, -1.183891], [-4.149057, 0.258906, -1.576254], [-5.384594, 0.809059, -1.266771], [-1.346876, 0.291342, -1.638738], [-1.527358, -1.313161, -2.430319], [-2.244419, -2.327796, -1.788163], [-2.336246, -3.587799, -2.362187], [-1.703421, -3.847944, -3.571619], [-0.974579, -2.848221, -4.205551], [-0.881518, -1.585725, -3.636651], [-0.523028, 1.505711, -2.651320], [-0.803797, 2.060577, -3.901315], [-0.086572, 3.173639, -4.294262], [0.875180, 3.734442, -3.445282], [1.156253, 3.166016, -2.214459], [0.461439, 2.015604, -1.803942], [-6.429601, 2.438398, -0.346892], [-4.363807, 3.635802, 0.291165], [-2.166372, 2.687306, -0.269067], [-4.108871, -0.662378, -2.139747], [-6.287764, 0.303643, -1.580866], [-2.765558, -2.125450, -0.858789], [-2.918771, -4.360679, -1.877698], [-1.790944, -4.824313, -4.029577], [-0.499673, -3.046925, -5.157461], [-0.332633, -0.806056, -4.153166], [-1.582303, 1.652205, -4.534208], [-0.283511, 3.636577, -5.252036], [1.401763, 4.626180, -3.760674], [1.906891, 3.638926, -1.584469], [3.202845, -2.511198, 1.879656], [2.468608, -1.784938, 3.486595], [2.498570, -2.584755, 4.617113], [1.978792, -2.051397, 5.784613], [1.456645, -0.764218, 5.763343], [1.483685, -0.063995, 4.574106], [1.987662, -0.556192, 3.429846], [2.918313, -3.579255, 4.582487], [1.987654, -2.630831, 6.698149], [1.051487, -0.308196, 6.655543], [1.097164, 0.948089, 4.530257]],
  "forces_ev_per_angstrom": [[-0.49, -0.05, -0.44], [0.01, 0.03, -0.02], [-0.03, -0.05, -0.02], [0.12, -0.01, 0.05], [0.00, -0.01, -0.02], [0.04, -0.03, -0.03], [-0.12, 0.04, 0.11], [0.07, 0.01, -0.03], [-0.02, -0.01, 0.07], [0.02, -0.01, -0.08], [0.03, -0.05, 0.00], [-0.08, 0.10, -0.05], [0.10, -0.19, 0.10], [-0.08, 0.13, -0.01], [0.04, 0.00, -0.02], [-0.04, -0.13, 0.03], [0.03, 0.03, -0.02], [-0.02, -0.02, 0.02], [0.05, 0.04, -0.04], [-0.06, -0.06, 0.09], [0.07, 0.09, 0.02], [0.00, 0.01, 0.00], [0.02, -0.02, 0.00], [-0.01, -0.01, 0.00], [0.02, 0.00, -0.01], [0.00, 0.00, -0.02], [-0.01, -0.02, 0.00], [-0.01, 0.00, -0.02], [0.04, -0.01, -0.02], [0.00, -0.01, 0.01], [0.00, 0.02, 0.00], [-0.01, -0.01, -0.02], [0.01, 0.01, 0.00], [0.01, -0.04, 0.06], [-0.01, 0.01, -0.01], [0.01, 0.02, 0.01], [0.00, 0.01, 0.01], [0.05, -0.01, 0.04], [0.00, 0.00, 0.01], [0.00, -0.01, 0.00], [-0.01, 0.00, -0.02], [0.00, 0.01, 0.00], [0.00, 0.00, 0.00], [0.00, -0.01, 0.00], [-0.01, -0.02, -0.02], [0.00, 0.01, 0.02], [0.00, 0.03, -0.01], [-0.02, -0.03, -0.04], [0.00, -0.01, 0.05], [-0.01, 0.02, 0.02], [0.36, 0.06, 0.12], [-0.04, -0.01, 0.04], [0.01, -0.02, -0.03], [0.00, 0.00, -0.01], [0.00, 0.00, 0.00], [0.00, -0.02, -0.01], [0.02, 0.02, -0.02], [-0.10, 0.02, -0.04], [-0.04, -0.03, 0.00], [0.01, 0.01, -0.01], [0.01, 0.00, 0.02], [-0.02, 0.00, -0.03], [0.12, 0.10, 0.16], [0.00, 0.00, 0.00], [0.00, 0.00, 0.00], [0.04, 0.00, 0.01], [-0.01, 0.02, -0.01], [0.00, 0.00, 0.00], [0.00, 0.00, -0.01], [0.00, 0.00, -0.01], [0.00, 0.00, 0.00], [0.00, 0.00, 0.00], [0.00, 0.00, 0.01], [0.00, 0.00, 0.00], [-0.01, -0.01, 0.00], [0.00, 0.00, 0.01], [0.00, 0.01, -0.01], [-0.02, 0.03, 0.09], [0.03, -0.03, -0.02], [-0.03, 0.03, -0.01], [-0.01, 0.02, 0.00], [0.01, -0.02, 0.00], [0.00, 0.03, 0.00], [-0.05, -0.03, 0.00], [0.02, 0.01, 0.00], [0.00, 0.00, 0.00], [0.00, 0.00, 0.00], [0.01, 0.01, 0.00]],
  "mulliken_charge": [-3.37, -1.57, -0.07, 2.14, -1.17, -1.22, -0.21, -0.47, -0.96, 0.61, -0.83, -0.61, 1.78, 0.02, -2.10, 0.56, -0.84, -1.70, -0.84, 0.40, 2.03, 0.42, 0.24, 0.54, 0.68, 0.58, 0.23, 0.54, 0.55, 0.47, 0.11, 0.53, 0.38, -0.23, 0.55, 0.19, 0.02, 0.81, 0.48, 0.31, 0.56, 0.66, 0.54, 0.56, -0.65, -0.91, -0.55, 0.99, -0.78, -0.89, 3.41, 0.57, -0.51, -1.02, -0.86, -0.80, -0.92, 0.02, -0.54, -0.98, -1.13, -0.21, 0.70, 0.45, 0.50, 0.34, 0.52, 0.48, 0.79, 0.50, 0.46, 0.48, 0.43, 0.58, 0.50, 0.51, 0.55, 0.00, 0.41, -0.83, -0.34, -0.95, -0.18, -0.21, 0.47, 0.46, 0.47, 0.37],
  "homo_energy_ev": -16.19,
  "e_tot_ev": -151438.354,
  "lumo_ev": -9.36,
  "total_charge": 3
}